[1]
Density functional theory data (wB97M-V/def2-TZVPD) for a structure of composition C34H57N3NiO3Si in a non-equilibrium geometry.

Geometry (Å):
O: 2.022460 -1.753192 -1.312666
O: -1.480434 -2.525943 -3.781592
C: 3.278244 -2.230330 -1.672449
C: 3.961055 -3.175128 -0.712359
H: 3.827105 -1.313210 -1.876363
H: 3.078475 -2.692239 -2.626236
H: 3.955064 -2.751095 0.285426
H: 4.994852 -3.355908 -1.090898
H: 3.447789 -4.137284 -0.647610
C: 0.926929 -2.758427 -1.215909
C: 1.101030 -3.782438 -2.298376
H: 0.021562 -2.182122 -1.381802
H: 0.817455 -3.130235 -0.175881
H: 0.881789 -3.329125 -3.277448
H: 0.357138 -4.570047 -2.088467
H: 2.090055 -4.236474 -2.261387
C: -2.820170 -2.159107 -3.445523
C: -0.891470 -1.720112 -4.811824
C: -3.457630 -3.219886 -2.574431
H: -3.408537 -2.046341 -4.372846
H: -2.830549 -1.195805 -2.904561
H: -3.510285 -4.176937 -3.103668
H: -4.482057 -2.913112 -2.341661
H: -2.924539 -3.354712 -1.628443
C: -0.774256 -2.460322 -6.136341
H: 0.110876 -1.433060 -4.462032
H: -1.485708 -0.799842 -4.933398
H: -0.292827 -3.437335 -6.016877
H: -0.185877 -1.883118 -6.857452
H: -1.767709 -2.606440 -6.568217
H: -2.251488 -0.189206 1.010466
N: 1.648975 1.154195 1.488841
C: 1.731146 2.260872 2.207028
C: 0.802721 3.323243 2.291336
C: -0.609556 3.297189 2.264881
C: 2.969985 2.595250 3.056122
H: 3.879787 2.678038 2.437872
H: 3.135248 1.845220 3.845972
H: 2.795879 3.569379 3.545544
C: -1.327877 4.570671 2.682812
H: -1.603103 4.534202 3.749698
H: -2.240236 4.731009 2.090319
H: -0.659838 5.420596 2.529112
N: -1.285375 2.223545 1.925290
C: 2.700601 0.155268 1.654471
C: 3.944553 0.280132 0.924684
C: 4.043247 1.328052 -0.132521
C: 5.038502 -0.494787 1.293922
H: 5.984133 -0.339428 0.754328
C: 4.924529 -1.429427 2.312856
H: 5.789559 -2.050343 2.567616
C: 3.723501 -1.568703 3.009776
H: 3.649165 -2.276140 3.845919
C: 2.603705 -0.811901 2.704971
C: 1.366917 -0.893095 3.537069
C: -2.528738 1.884976 2.366046
C: -3.647700 1.894075 1.478066
C: -3.592488 2.698520 0.234099
C: -4.732954 1.034688 1.709892
H: -5.501433 0.947838 0.948286
C: -4.776103 0.269072 2.879881
H: -5.606344 -0.430582 3.028172
C: -3.791875 0.428473 3.868811
H: -3.862123 -0.129582 4.798951
C: -2.666130 1.224318 3.628376
C: -1.551900 1.279077 4.634715
Ni: 2.081646 -0.323455 -0.260840
H: 3.374681 1.104549 -0.997070
H: 5.073805 1.354971 -0.507433
H: 3.767353 2.317244 0.260761
H: 1.216930 0.011508 4.148393
H: 1.473273 -1.736204 4.231154
H: 0.459990 -1.054728 2.940329
H: -4.598928 3.016560 -0.061408
H: -3.213047 2.102747 -0.598945
H: -2.920178 3.556913 0.335963
H: -0.612934 0.921030 4.187132
H: -1.792478 0.633172 5.494223
H: -1.361553 2.304735 4.999938
H: 1.215897 4.304684 2.548303
C: -1.860110 0.186445 -0.675912
Si: -0.577789 1.271324 -1.642261
H: -1.522452 -0.848007 -0.843559
H: -2.928360 0.409355 -0.714318
C: 1.074700 0.829529 -2.471794
C: -0.177827 3.097972 -1.205409
C: -1.883141 1.609553 -3.014990
H: -2.282757 0.673607 -3.425024
H: -1.442046 2.194106 -3.833914
H: -2.745323 2.170485 -2.622196
H: 1.753226 -0.000952 -2.241099
H: 1.690961 1.738618 -2.497360
H: 0.805651 0.627312 -3.518499
H: 0.703438 3.212449 -0.562560
H: -1.002210 3.651138 -0.740397
H: 0.051449 3.600867 -2.160756
O: -2.367873 -3.390390 1.297572
C: -2.282564 -2.217944 1.519291
N: -2.228144 -1.014586 1.750281

Atomic forces in eV per Å
O -1.9 -2.7 0.0
O 0.0 0.1 -0.1
C 0.8 -0.4 -1.2
C 0.3 0.0 -0.3
H 0.5 -0.1 0.1
H 0.8 -0.3 -0.5
H 0.3 0.1 0.2
H -0.7 0.2 0.5
H 0.0 0.0 -0.1
C 0.3 0.7 0.3
C -0.9 -0.6 0.2
H 0.0 0.1 -0.2
H 0.7 0.0 -0.6
H 0.2 -0.4 0.3
H 0.2 0.3 -0.4
H -0.3 -0.2 -0.2
C -0.1 0.1 -0.1
C 0.0 0.0 0.3
C 0.0 -0.1 -0.1
H 0.1 0.1 0.2
H 0.1 -0.3 -0.3
H 0.1 0.1 0.1
H 0.1 0.0 0.0
H 0.0 0.0 -0.1
C -0.2 0.0 0.0
H -0.2 0.0 0.0
H 0.3 -0.2 0.0
H -0.1 0.2 0.1
H -0.1 0.0 0.1
H 0.1 -0.1 0.0
H 0.2 -1.8 1.8
N 1.0 -1.8 -0.6
C 0.3 1.2 0.2
C -0.1 0.3 -0.3
C -0.7 -1.0 -0.7
C 0.1 0.0 -0.1
H -0.2 -0.2 0.3
H 0.0 0.1 -0.3
H 0.2 -0.6 -0.2
C 0.0 -0.1 0.2
H 0.0 0.0 -0.3
H 0.2 -0.2 0.2
H -0.1 0.0 0.1
N 1.4 1.0 0.3
C 0.3 1.2 1.4
C -1.4 -0.2 0.7
C 0.4 0.6 -0.4
C 0.2 -0.3 -0.2
H -0.4 -0.2 0.3
C 0.4 0.0 0.0
H -0.3 0.3 0.0
C 0.0 -0.5 0.1
H 0.1 0.2 -0.4
C 0.2 0.7 -0.7
C -0.2 -0.3 0.5
C -1.7 -0.7 0.2
C 0.3 -0.7 0.9
C -0.1 0.3 -0.6
C 0.7 0.1 0.8
H -0.1 0.0 0.1
C -0.4 0.2 0.1
H 0.3 0.3 0.0
C 0.0 0.4 -0.8
H 0.0 0.1 -0.1
C -0.6 0.1 -0.3
C 0.2 0.0 0.1
Ni -1.2 2.9 2.5
H 0.5 0.5 0.3
H -0.2 0.1 -0.1
H 0.0 -0.3 -0.3
H 0.1 -0.2 -0.3
H -0.1 0.1 -0.1
H 0.2 0.2 0.1
H 0.2 0.2 0.1
H 0.0 0.4 0.1
H -0.3 -0.1 -0.1
H -0.3 0.2 0.0
H 0.1 0.3 -0.2
H -0.1 -0.4 -0.1
H 0.0 -0.5 0.2
C 2.4 -0.3 -1.3
Si -1.9 2.4 0.2
H -0.8 0.0 0.3
H 0.4 -0.3 0.0
C 0.2 -0.5 -0.6
C 0.0 -0.3 0.3
C 0.3 -0.3 -0.5
H 0.1 0.3 -0.1
H -0.1 -0.1 0.0
H 0.4 -0.1 0.0
H -0.4 0.3 -0.1
H -0.3 -0.1 0.2
H 0.0 0.0 0.1
H -0.2 -0.1 0.0
H 0.1 -0.3 -0.1
H -0.1 -0.3 0.1
O 0.3 1.8 0.7
C -0.3 1.0 -0.8
N 0.2 -1.6 -1.3

Output
highest occupied orbital energy (spin up / spin down) = -6.47 / -6.48 eV
E = -3517.28588 hartree
spin multiplicity = 3
strongest force on any atom = 3.952 eV/Å
LUMO (spin up / spin down) = 0.011 / -0.023 hartree
gap between HOMO and LUMO (spin up / spin down) = 6.8 / 5.8 eV


[2]
Density functional theory data (wB97M-V/def2-TZVPD) for a structure of composition C34H57N3O2SSiSr in a non-equilibrium geometry.

Geometry (Å):
O: 0.391066 -2.723799 -1.660735
O: -1.059142 -1.990787 -3.465398
C: 1.727235 -2.750485 -2.296699
C: 2.755763 -3.402479 -1.405937
H: 1.962777 -1.696905 -2.497975
H: 1.629735 -3.281398 -3.256354
H: 2.883495 -2.855870 -0.463259
H: 3.708849 -3.372686 -1.943302
H: 2.520541 -4.452483 -1.196804
C: -0.229166 -4.064811 -1.504903
C: -0.181689 -4.902373 -2.754969
H: -1.255843 -3.853541 -1.178456
H: 0.320948 -4.527022 -0.675324
H: -0.578793 -4.370879 -3.628955
H: -0.804872 -5.790138 -2.606098
H: 0.835630 -5.249535 -2.969342
C: -2.525611 -1.846605 -3.148468
C: -0.504440 -1.343315 -4.693532
C: -3.241622 -3.074444 -3.629668
H: -2.845976 -0.922304 -3.641217
H: -2.557442 -1.731133 -2.059006
H: -3.150575 -3.194260 -4.715141
H: -4.302288 -2.970989 -3.390814
H: -2.868987 -3.975761 -3.126811
C: -0.933489 -2.128942 -5.902912
H: 0.578229 -1.351571 -4.539623
H: -0.872915 -0.311256 -4.690002
H: -0.731973 -3.203273 -5.792688
H: -0.359840 -1.769690 -6.760701
H: -1.994233 -1.972006 -6.123766
H: -0.405542 -2.142956 -2.600337
N: 1.712627 0.971921 2.184076
C: 1.484414 2.260701 2.470778
C: 0.299808 2.999570 2.192433
C: -1.026100 2.693477 1.811323
C: 2.620805 3.067636 3.056391
H: 3.405185 3.219871 2.301054
H: 3.067489 2.579379 3.933207
H: 2.247670 4.047621 3.373362
C: -1.977595 3.861090 1.617210
H: -2.781349 3.831100 2.371639
H: -2.441665 3.835655 0.617143
H: -1.443326 4.815571 1.729150
N: -1.532039 1.463258 1.687555
C: 2.993257 0.352980 2.412933
C: 3.951984 0.260127 1.367074
C: 3.763040 0.935656 0.044922
C: 5.101404 -0.491118 1.552909
H: 5.818887 -0.562348 0.731382
C: 5.338566 -1.178365 2.738708
H: 6.245881 -1.767290 2.869404
C: 4.419772 -1.054522 3.775140
H: 4.559260 -1.600122 4.709287
C: 3.300154 -0.238509 3.661262
C: 2.435835 -0.083048 4.868868
C: -2.864109 1.161052 2.079216
C: -3.880070 0.898841 1.118938
C: -3.645127 1.172155 -0.341712
C: -5.085491 0.360366 1.560001
H: -5.875693 0.144919 0.827995
C: -5.287977 0.078832 2.904656
H: -6.223544 -0.369208 3.239541
C: -4.311169 0.401450 3.844526
H: -4.447895 0.185735 4.901630
C: -3.123068 1.019001 3.461658
C: -2.145788 1.558620 4.470591
Sr: -0.143948 -0.569173 1.592885
H: 3.694215 0.191684 -0.768148
H: 4.638802 1.568415 -0.177926
H: 2.868973 1.561249 -0.002202
H: 1.806554 0.815634 4.848193
H: 3.049686 -0.037577 5.783184
H: 1.785013 -0.966359 4.995605
H: -4.237819 0.479047 -0.968425
H: -2.583440 1.050375 -0.596356
H: -3.947382 2.200835 -0.617408
H: -1.090687 1.336485 4.213628
H: -2.278136 1.123873 5.467714
H: -2.228709 2.656720 4.583791
H: 0.449843 4.073927 2.345250
C: 0.279122 0.603818 -1.138057
Si: 0.443229 2.264002 -1.965423
H: 1.190962 -0.025391 -1.109861
H: -0.570176 -0.010249 -1.482813
C: 1.734459 2.111581 -3.338891
C: 1.023432 3.720792 -0.923328
C: -1.253597 2.772493 -2.615194
H: -1.793763 1.913313 -3.036990
H: -1.182363 3.537455 -3.403181
H: -1.877458 3.196157 -1.812855
H: 2.647420 1.639121 -2.946994
H: 2.022641 3.091557 -3.746372
H: 1.373461 1.492962 -4.172387
H: 1.843678 3.460401 -0.242474
H: 0.210451 4.141277 -0.315186
H: 1.392355 4.534028 -1.570189
S: -0.570435 -0.679449 6.475519
C: -0.627829 -1.261697 4.992084
N: -0.652416 -1.595668 3.827776

Atomic forces in eV per Å
O -0.1 -0.5 -0.7
O -0.7 0.4 -0.3
C -0.4 0.0 0.2
C 0.1 0.1 0.0
H -0.2 -0.2 0.2
H 0.1 0.2 0.3
H -0.1 -0.1 -0.2
H 0.0 -0.1 0.2
H 0.1 0.2 0.0
C 0.7 0.7 0.5
C 0.0 -0.4 -0.3
H 0.3 0.0 -0.1
H -0.4 -0.1 -0.2
H 0.2 -0.1 0.3
H 0.1 0.1 0.0
H -0.3 0.0 0.0
C 1.1 0.2 -0.2
C -0.3 -0.1 0.8
C -0.3 -0.2 -0.1
H 0.0 -0.2 0.2
H 0.0 0.2 -0.3
H 0.0 0.0 0.3
H 0.0 0.0 0.0
H -0.1 0.2 -0.2
C 0.0 0.0 -0.3
H -0.3 0.1 0.0
H 0.2 -0.2 0.0
H -0.1 0.3 0.0
H -0.1 0.0 0.0
H 0.2 -0.1 0.0
H 0.2 0.1 0.0
N 0.0 0.8 0.4
C 0.2 -1.1 -0.5
C 0.0 0.5 -0.1
C -0.2 -0.9 0.3
C 0.0 0.4 0.1
H -0.1 -0.1 0.2
H -0.1 0.0 -0.3
H 0.2 -0.2 -0.1
C 0.1 0.4 0.3
H 0.2 0.0 -0.3
H 0.2 -0.1 0.4
H -0.2 -0.3 -0.1
N 0.4 0.6 0.7
C 0.2 0.4 0.1
C -0.8 0.0 0.4
C 0.1 0.3 -0.6
C 0.4 -0.4 0.1
H -0.1 0.1 0.2
C -0.1 0.1 0.1
H -0.3 0.1 -0.1
C 0.4 -0.1 -0.1
H 0.1 0.2 -0.1
C -0.2 -0.1 -0.5
C -0.4 -0.2 0.5
C -0.3 0.4 -0.7
C 0.6 -0.2 0.6
C 0.0 -0.1 -0.4
C -0.2 -0.1 -0.1
H 0.3 0.1 0.3
C -0.1 -0.1 0.3
H 0.2 0.0 -0.1
C 0.0 0.2 0.0
H -0.2 0.1 -0.1
C -0.1 0.0 -0.3
C 0.6 -0.1 0.4
Sr 0.1 0.7 -0.5
H 0.0 0.2 0.2
H -0.3 -0.2 0.0
H 0.1 -0.2 0.1
H 0.1 -0.4 -0.1
H -0.1 0.0 -0.3
H 0.2 0.5 -0.1
H 0.1 0.3 0.2
H -0.2 0.2 0.1
H 0.2 -0.4 0.1
H -0.6 0.2 -0.1
H -0.3 0.1 -0.3
H 0.0 -0.4 -0.2
H 0.0 -0.4 -0.1
C 0.1 -0.2 0.1
Si 0.0 -1.4 0.8
H -0.1 0.2 -0.2
H 0.0 0.1 -0.2
C 0.1 0.4 -0.4
C 0.2 0.4 0.0
C -0.2 0.2 -0.3
H 0.0 0.1 0.1
H 0.0 -0.1 0.2
H 0.2 -0.2 -0.2
H -0.2 0.1 0.0
H 0.0 -0.2 0.0
H 0.0 0.0 0.1
H -0.2 0.0 -0.1
H 0.2 -0.2 -0.1
H -0.1 -0.2 0.1
S 0.0 -0.2 1.1
C -0.2 -0.8 -3.9
N 0.1 0.6 2.8

Output
highest occupied orbital energy = -5.96 eV
E = -2362.81451 hartree
strongest force on any atom = 3.954 eV/Å
LUMO = -0.014 hartree
gap between HOMO and LUMO = 5.6 eV